# 1
{"formula": "C38H32N5O4PtS", "method": "ωB97M-V/def2-TZVPD", "homo_energy_ev": -4.61, "homo_lumo_gap_ev": 5.5, "spin_multiplicity": 1, "charge": -1, "elements": ["Pt", "C", "C", "C", "C", "C", "C", "C", "C", "N", "C", "O", "C", "C", "C", "C", "C", "N", "C", "O", "N", "C", "C", "C", "C", "C", "C", "C", "C", "H", "H", "H", "H", "H", "H", "H", "H", "H", "H", "H", "H", "H", "H", "H", "H", "H", "H", "H", "H", "H", "O", "S", "O", "N", "C", "C", "C", "C", "C", "C", "C", "C", "N", "C", "C", "C", "C", "C", "C", "C", "H", "H", "H", "H", "H", "H", "H", "H", "H", "H", "H"], "coordinates": [[-1.302, 0.413, -0.784], [3.359, -2.111, 2.698], [2.350, -1.389, 3.529], [2.680, -0.970, 4.807], [1.757, -0.339, 5.623], [0.453, -0.180, 5.173], [0.089, -0.576, 3.900], [-1.314, -0.459, 3.395], [1.057, -1.127, 3.029], [0.618, -1.448, 1.782], [1.218, -1.214, 0.646], [2.291, -0.612, 0.444], [0.411, -1.730, -0.542], [0.961, -2.851, -1.410], [-0.049, -3.745, -1.982], [-1.367, -3.405, -1.919], [-1.795, -2.254, -1.231], [-0.968, -1.519, -0.449], [-3.156, -1.681, -1.342], [-4.155, -2.293, -1.713], [-3.145, -0.356, -0.992], [-4.137, 0.537, -1.384], [-4.393, 0.763, -2.748], [-3.580, 0.043, -3.779], [-5.353, 1.697, -3.100], [-6.046, 2.409, -2.136], [-5.768, 2.203, -0.795], [-4.819, 1.277, -0.405], [-4.469, 1.051, 1.032], [4.248, -2.342, 3.282], [3.643, -1.497, 1.841], [2.929, -3.037, 2.312], [3.683, -1.155, 5.172], [2.043, 0.008, 6.608], [-0.290, 0.253, 5.831], [-1.988, -0.123, 4.178], [-1.638, -1.425, 3.015], [-1.370, 0.229, 2.550], [2.836, -2.756, -0.416], [0.288, -4.674, -2.412], [-2.125, -4.009, -2.394], [-3.946, -0.976, -3.909], [-2.541, -0.024, -3.442], [-3.613, 0.555, -4.737], [-5.548, 1.891, -4.146], [-6.788, 3.139, -2.431], [-6.294, 2.778, -0.046], [-4.990, 1.751, 1.682], [-3.388, 1.168, 1.153], [-4.722, 0.033, 1.324], [0.614, 3.671, -2.101], [0.165, 2.699, -1.138], [-1.295, 2.655, -0.973], [0.573, 1.163, -1.396], [1.784, 0.751, -1.871], [2.820, 1.645, -2.147], [3.987, 1.209, -2.744], [4.149, -0.122, -3.081], [3.185, -1.072, -2.747], [3.464, -2.467, -3.075], [3.095, -3.539, -2.373], [2.323, -3.442, -1.098], [0.952, -1.485, -1.868], [2.000, -0.645, -2.118], [0.893, 3.078, 0.452], [1.657, 4.217, 0.615], [2.315, 4.426, 1.816], [2.207, 3.489, 2.831], [1.427, 2.356, 2.664], [0.765, 2.150, 1.467], [2.687, 2.691, -1.918], [4.773, 1.921, -2.957], [5.051, -0.454, -3.575], [4.079, -2.610, -3.957], [3.352, -4.533, -2.716], [2.205, -4.414, -0.612], [1.735, 4.911, -0.206], [2.922, 5.310, 1.949], [2.734, 3.642, 3.762], [1.351, 1.624, 3.452], [0.174, 1.256, 1.303]], "forces_ev_per_angstrom": [[0.02, 0.09, -0.33], [0.11, 0.13, -0.09], [-0.04, 0.09, -0.26], [-0.04, 0.08, 0.19], [-0.01, 0.06, 0.15], [0.04, 0.00, 0.14], [0.13, -0.17, -0.07], [0.04, 0.09, 0.02], [0.37, 0.36, 0.56], [-1.06, -0.93, -0.87], [0.47, 0.22, 1.18], [0.01, -0.11, -0.27], [1.66, -0.10, -0.06], [0.91, 0.25, 0.48], [-1.24, 0.77, 0.18], [0.98, -1.49, -0.59], [1.96, 2.00, 2.08], [-2.05, -0.86, -2.62], [-1.59, 1.63, 0.18], [0.67, -0.38, -0.11], [0.79, -0.90, 0.45], [-1.14, 0.49, -0.35], [0.29, -0.13, 0.35], [0.00, -0.06, 0.05], [-0.12, 0.13, -0.04], [0.00, -0.01, -0.02], [-0.11, 0.11, -0.11], [0.29, -0.29, -0.08], [0.09, 0.05, -0.07], [0.02, -0.10, 0.07], [0.00, -0.11, -0.02], [0.02, -0.11, -0.10], [0.09, 0.02, 0.01], [-0.02, -0.05, 0.05], [-0.09, 0.08, 0.01], [-0.11, 0.08, 0.11], [-0.12, -0.07, -0.08], [-0.12, 0.05, -0.05], [-0.07, -0.11, 0.04], [-0.07, -0.20, -0.16], [-0.11, -0.08, 0.07], [-0.01, -0.09, -0.05], [-0.02, 0.01, -0.18], [0.00, 0.04, -0.05], [0.02, -0.03, -0.11], [-0.04, 0.04, -0.02], [-0.03, 0.03, 0.12], [0.00, 0.03, 0.04], [-0.09, -0.02, 0.20], [0.05, -0.08, 0.11], [-0.01, -0.21, 0.34], [1.65, 0.24, -0.16], [-0.83, -1.24, 0.07], [-2.20, 1.42, 0.89], [1.60, -0.77, -0.73], [-0.44, -0.31, 0.19], [0.33, -0.31, -0.21], [0.14, 0.41, 0.08], [-0.63, 0.43, 0.36], [0.03, -0.35, -0.03], [0.11, -0.17, -0.12], [-0.26, 0.10, 0.09], [-2.05, -1.03, 0.34], [1.38, 1.30, -0.56], [-0.19, -0.01, -0.44], [0.02, 0.14, -0.21], [0.00, 0.02, -0.02], [-0.03, 0.08, 0.04], [0.00, 0.03, -0.02], [-0.06, -0.27, 0.16], [0.08, 0.00, -0.05], [0.02, 0.02, -0.05], [0.11, -0.03, -0.06], [0.00, -0.07, -0.06], [0.18, -0.01, -0.15], [0.06, 0.10, 0.00], [0.07, 0.13, -0.09], [0.04, 0.05, 0.01], [0.06, 0.00, 0.09], [0.00, -0.09, 0.08], [0.10, -0.05, 0.13]], "mulliken_charge": [1.607, -1.333, 1.478, -0.921, -0.856, -0.805, 1.134, -1.225, -0.047, -0.190, 0.306, -0.789, -1.010, 1.520, -0.892, -1.283, 0.422, 0.125, 0.488, -0.735, 0.462, -0.487, 1.465, -1.333, -0.957, -0.671, -1.122, 1.014, -1.130, 0.454, 0.193, 0.242, 0.345, 0.366, 0.354, 0.488, 0.305, -0.072, 0.034, 0.522, 0.505, 0.285, 0.105, 0.473, 0.406, 0.391, 0.379, 0.416, 0.010, 0.305, -0.735, 1.197, -0.892, -0.799, 1.120, -1.001, -1.276, -0.930, 0.870, -0.539, -0.809, -0.883, 0.003, 0.566, 0.574, -0.467, -0.605, -0.703, 0.064, -0.244, 0.351, 0.378, 0.425, 0.416, 0.359, 0.604, 0.504, 0.371, 0.427, 0.132, -0.221]}

=====

# 2
{"formula": "C4H7N3O", "method": "ωB97M-V/def2-TZVPD", "homo_energy_ev": -9.16, "homo_lumo_gap_ev": 9.8, "spin_multiplicity": 1, "de_lowest_kj_mol": 599.2, "charge": 0, "elements": ["C", "C", "C", "C", "H", "H", "H", "H", "H", "H", "H", "N", "N", "N", "O"], "coordinates": [[0.517, -1.953, 0.938], [0.400, -0.410, 0.598], [-0.298, -0.995, -1.723], [0.225, 1.867, 1.508], [-0.683, -2.101, 1.065], [1.005, -2.814, 0.113], [1.047, -1.866, 2.066], [0.668, 1.094, -1.148], [-0.713, -2.157, -1.411], [1.355, 2.249, 2.124], [-1.534, 1.524, 1.017], [0.521, -0.004, -0.866], [0.159, 0.452, 1.572], [-0.811, 2.362, 0.883], [-0.660, -0.833, -2.860]], "forces_ev_per_angstrom": [[-1.12, 0.25, 1.12], [0.30, 2.83, -0.42], [-0.43, -0.89, -0.35], [0.16, -1.48, -0.94], [2.94, -0.63, 0.02], [-1.42, 3.15, 2.65], [-1.52, -0.92, -3.31], [-1.12, -3.80, 0.83], [1.82, 3.30, 0.85], [-3.83, -0.42, -2.51], [1.76, 2.17, -1.29], [-1.43, -1.20, 0.61], [2.69, -3.19, -0.80], [0.27, -0.43, 2.74], [0.91, 1.24, 0.81]], "mulliken_charge": [-0.890, 0.540, 0.018, 0.108, 0.268, 0.267, 0.311, 0.355, 0.237, 0.241, 0.317, -0.212, -0.578, -0.551, -0.431]}

=====

# 3
{"formula": "C57H47N4O2P3Ti", "method": "ωB97M-V/def2-TZVPD", "homo_energy_ev": -12.75, "homo_lumo_gap_ev": 6.9, "spin_multiplicity": 1, "de_lowest_kj_mol": 223.4, "charge": 2, "elements": ["Ti", "C", "P", "C", "C", "C", "C", "C", "C", "C", "C", "C", "C", "C", "C", "C", "C", "C", "C", "C", "P", "C", "C", "C", "C", "C", "C", "C", "C", "C", "C", "C", "C", "N", "H", "H", "H", "H", "H", "H", "H", "H", "H", "H", "H", "H", "H", "H", "H", "H", "H", "H", "H", "H", "H", "H", "H", "H", "H", "H", "O", "C", "O", "C", "C", "C", "C", "C", "C", "C", "C", "C", "N", "H", "H", "H", "H", "H", "H", "N", "P", "C", "C", "C", "C", "C", "C", "C", "C", "C", "C", "C", "C", "C", "C", "C", "C", "C", "N", "H", "H", "H", "H", "H", "H", "H", "H", "H", "H", "H", "H", "H", "H", "H"], "coordinates": [[0.060, -0.286, 0.283], [2.691, 1.419, -0.441], [1.010, 2.134, -0.463], [0.962, 3.564, 0.633], [1.893, 3.728, 1.655], [1.766, 4.781, 2.551], [0.715, 5.677, 2.428], [-0.212, 5.525, 1.404], [-0.094, 4.472, 0.515], [0.921, 2.793, -2.156], [1.186, 4.139, -2.408], [1.195, 4.619, -3.710], [0.952, 3.761, -4.769], [0.702, 2.417, -4.526], [0.684, 1.933, -3.228], [2.586, 0.153, -1.235], [3.431, -0.385, -2.157], [2.836, -1.594, -2.626], [1.645, -1.732, -1.979], [0.586, -2.789, -2.065], [-0.961, -1.915, -1.683], [-1.617, -1.209, -3.203], [-0.856, -1.232, -4.374], [-1.370, -0.702, -5.547], [-2.635, -0.132, -5.561], [-3.399, -0.113, -4.402], [-2.897, -0.655, -3.231], [-2.166, -3.031, -0.956], [-3.418, -3.332, -1.316], [-4.349, -3.927, -0.339], [-4.043, -4.139, 0.946], [-2.654, -3.929, 1.461], [-1.741, -3.268, 0.442], [1.443, -0.648, -1.120], [3.395, 2.117, -0.899], [3.013, 1.248, 0.590], [2.727, 3.046, 1.764], [2.499, 4.907, 3.336], [0.626, 6.503, 3.121], [-1.024, 6.232, 1.298], [-0.824, 4.361, -0.278], [1.401, 4.819, -1.596], [1.404, 5.665, -3.893], [0.968, 4.136, -5.784], [0.522, 1.740, -5.349], [0.496, 0.881, -3.059], [4.369, 0.040, -2.479], [3.241, -2.274, -3.357], [0.566, -3.280, -3.040], [0.712, -3.568, -1.306], [0.133, -1.669, -4.385], [-0.785, -0.748, -6.456], [-3.034, 0.278, -6.479], [-4.395, 0.309, -4.415], [-3.518, -0.660, -2.343], [-3.798, -3.093, -2.301], [-5.345, -4.164, -0.691], [-4.785, -4.555, 1.617], [-2.266, -4.823, 1.949], [-0.714, -3.629, 0.528], [-2.460, -2.773, 2.365], [-1.854, -2.019, 1.323], [-0.599, -1.474, 1.524], [-2.738, -0.853, 0.895], [-4.085, -0.779, 1.274], [-4.823, 0.288, 0.850], [-4.242, 1.239, -0.013], [-4.985, 2.319, -0.553], [-4.407, 3.189, -1.431], [-3.064, 3.001, -1.823], [-2.321, 1.979, -1.301], [-2.882, 1.090, -0.366], [-2.122, 0.072, 0.168], [-4.489, -1.550, 1.911], [-5.859, 0.404, 1.145], [-6.022, 2.430, -0.264], [-4.981, 4.006, -1.847], [-2.620, 3.655, -2.563], [-1.324, 1.806, -1.666], [1.562, -0.342, 3.321], [2.085, -1.134, 1.920], [3.890, -1.144, 2.132], [4.352, -1.713, 3.327], [5.703, -1.728, 3.621], [6.615, -1.201, 2.715], [6.170, -0.671, 1.516], [4.812, -0.638, 1.224], [1.736, -2.904, 2.071], [2.303, -3.723, 1.096], [2.013, -5.080, 1.079], [1.174, -5.621, 2.045], [0.620, -4.805, 3.023], [0.889, -3.444, 3.030], [0.567, 0.613, 3.353], [0.228, 1.192, 4.583], [-0.734, 2.168, 4.625], [-1.349, 2.570, 3.439], [-0.960, 1.958, 2.276], [-0.027, 0.985, 2.209], [2.008, -0.528, 4.207], [3.660, -2.174, 4.023], [6.047, -2.165, 4.549], [7.673, -1.220, 2.940], [6.879, -0.285, 0.796], [4.491, -0.255, 0.267], [2.979, -3.311, 0.352], [2.459, -5.716, 0.326], [0.964, -6.683, 2.042], [-0.023, -5.229, 3.782], [0.423, -2.807, 3.771], [0.732, 0.865, 5.483], [-1.004, 2.621, 5.569], [-2.100, 3.345, 3.416], [-1.393, 2.258, 1.333]], "forces_ev_per_angstrom": [[0.29, 0.31, -0.01], [0.11, 0.11, -0.07], [-0.06, -0.11, -0.20], [0.05, 0.05, 0.01], [0.00, 0.00, 0.02], [0.00, 0.01, 0.00], [0.01, 0.01, 0.01], [0.01, 0.00, 0.00], [-0.01, 0.03, 0.03], [0.01, 0.08, 0.04], [0.04, 0.05, -0.01], [0.02, 0.02, 0.02], [0.00, -0.07, -0.01], [-0.03, 0.03, -0.03], [-0.04, 0.00, 0.01], [-0.07, 0.02, 0.01], [-0.01, 0.01, -0.01], [-0.02, -0.01, 0.00], [-0.16, -0.01, 0.06], [0.04, -0.04, -0.08], [0.02, 0.26, 0.28], [0.07, -0.18, -0.16], [-0.02, 0.04, 0.00], [0.02, 0.03, -0.01], [0.00, -0.02, -0.03], [-0.02, -0.02, -0.01], [-0.03, 0.06, 0.07], [-0.10, -0.07, -0.15], [0.00, 0.03, 0.05], [0.04, 0.02, 0.01], [-0.05, -0.03, -0.07], [0.09, 0.08, 0.10], [-0.07, -0.17, -0.04], [0.31, -0.03, 0.08], [0.02, -0.05, 0.02], [-0.05, -0.02, 0.00], [0.00, -0.01, -0.01], [0.00, 0.00, 0.01], [-0.01, 0.01, 0.00], [-0.01, 0.00, 0.00], [0.00, -0.03, -0.03], [-0.01, 0.01, 0.01], [0.00, 0.00, 0.01], [-0.01, -0.01, 0.00], [-0.02, -0.04, -0.04], [-0.02, -0.08, 0.03], [0.01, 0.00, -0.01], [0.01, 0.00, -0.01], [0.00, -0.01, 0.03], [0.01, 0.03, 0.01], [0.02, 0.03, 0.02], [0.01, 0.02, 0.01], [0.00, 0.00, 0.00], [0.00, 0.01, 0.01], [0.03, 0.02, 0.02], [0.02, -0.01, -0.01], [-0.01, 0.00, -0.01], [0.01, 0.00, 0.03], [-0.03, -0.01, -0.01], [0.01, 0.02, 0.01], [0.00, -0.08, -0.01], [0.20, 0.14, 0.01], [-0.20, -0.20, 0.10], [-0.05, -0.18, 0.04], [0.00, 0.08, -0.04], [0.03, -0.04, -0.01], [-0.05, 0.05, 0.00], [0.04, -0.02, 0.01], [0.01, 0.00, -0.02], [-0.02, -0.01, 0.02], [-0.03, 0.03, -0.06], [0.07, -0.02, 0.02], [-0.30, -0.01, 0.13], [0.00, 0.00, 0.00], [-0.01, -0.01, 0.01], [-0.01, 0.00, 0.01], [0.01, 0.01, 0.00], [0.00, 0.00, 0.00], [0.08, -0.02, 0.00], [-0.15, -0.14, 0.05], [-0.16, 0.07, -0.27], [0.04, 0.02, 0.15], [0.02, 0.04, -0.02], [-0.01, -0.02, 0.00], [0.02, 0.01, -0.01], [0.00, -0.01, 0.00], [-0.03, -0.01, -0.08], [-0.02, 0.01, 0.04], [0.03, -0.06, -0.02], [0.00, 0.00, 0.01], [0.02, -0.01, -0.02], [-0.01, 0.00, 0.01], [-0.02, -0.01, 0.02], [0.07, 0.03, 0.00], [0.02, 0.01, -0.05], [-0.03, 0.03, 0.00], [0.03, -0.04, -0.07], [-0.01, 0.02, 0.08], [0.01, -0.06, -0.11], [0.01, 0.00, 0.01], [-0.02, 0.00, 0.01], [0.00, 0.00, 0.00], [0.00, 0.00, 0.00], [0.01, 0.00, 0.00], [0.01, -0.01, 0.03], [-0.01, 0.03, 0.01], [0.00, -0.01, 0.00], [0.00, 0.00, 0.00], [0.00, 0.00, 0.01], [0.01, 0.01, 0.00], [0.00, -0.01, 0.00], [0.00, 0.00, 0.00], [0.00, 0.01, 0.01], [-0.05, -0.02, 0.02]], "mulliken_charge": [0.351, -0.738, 2.453, 0.469, -0.915, -0.807, -0.731, -0.925, -0.103, 0.612, -1.144, -0.902, -0.836, -0.993, 0.371, -0.256, -0.896, -1.668, -0.212, -1.449, 1.257, 0.940, -0.786, -0.785, -0.808, -1.102, -0.375, -0.221, 0.319, -0.773, -1.379, -0.089, -0.007, 1.531, 0.655, 0.117, 0.345, 0.478, 0.439, 0.473, 0.516, 0.477, 0.471, 0.446, 0.573, -0.208, 0.735, 0.657, 0.706, 0.386, 0.150, 0.518, 0.444, 0.512, 0.506, 0.683, 0.458, 0.498, 0.535, -0.441, -0.731, 1.363, 0.297, -0.292, -0.974, -1.531, 0.910, -0.986, -1.144, -0.383, 0.674, -1.223, 1.684, 0.676, 0.551, 0.504, 0.472, 0.678, -0.593, 0.064, 2.132, 1.162, -1.103, -0.902, -0.604, -0.985, 0.264, 0.343, -0.560, -0.700, -0.750, -0.615, -0.814, -0.143, -0.870, -1.146, -1.179, -0.603, 1.730, 0.401, 0.320, 0.454, 0.418, 0.489, 0.379, 0.531, 0.486, 0.441, 0.540, 0.211, 0.587, 0.478, 0.630, 0.435]}